[1]
Entry from OMol25: a structure of composition C56H52N3O3PTi (wB97M-V/def2-TZVPD).

Geometry as XYZ:
```
116
Properties=species:S:1:pos:R:3:forces:R:3:lowdin_charge:R:1
Ti -0.11898 0.60288 -1.10047 0.13 -0.55 0.19 0.88
O 1.80661 0.82085 -0.98215 -0.77 0.12 -0.05 -0.26
C 2.88476 -0.04707 -0.96279 -0.10 0.13 0.11 -0.47
C 2.38613 -1.40234 -0.39416 0.02 -0.08 -0.04 -0.06
C 1.87421 -1.22234 1.00354 -0.03 -0.05 0.04 -0.27
C 2.57675 -1.74726 2.07947 0.01 0.00 0.01 -0.01
C 2.08706 -1.56558 3.36019 -0.03 0.00 -0.02 -0.03
C 0.91470 -0.85383 3.52501 0.01 0.01 -0.02 -0.01
C 0.27840 -0.32841 2.40551 0.01 -0.04 -0.05 -0.24
C -0.96334 0.49296 2.56510 -0.07 -0.05 0.22 -0.06
C -0.67184 1.99289 2.83485 -0.01 0.09 -0.09 -0.40
O 0.18369 2.50345 1.82401 -0.09 -0.05 -0.02 -0.02
C 0.07536 2.12880 4.15564 0.05 0.01 -0.04 -0.15
C -0.60116 2.11468 5.37025 0.00 0.00 0.00 -0.02
C 0.09909 2.13492 6.56852 -0.03 0.00 0.00 -0.08
C 1.48606 2.17416 6.56525 0.02 -0.01 0.00 -0.09
C 2.16586 2.19767 5.35602 -0.01 0.01 0.00 -0.07
C 1.46625 2.17358 4.15817 0.00 0.04 0.02 -0.02
C -1.97628 2.79359 2.84431 -0.06 -0.04 0.04 -0.15
C -1.91612 4.16123 2.59027 0.02 0.04 0.04 -0.01
C -3.06591 4.93408 2.57862 0.03 0.01 -0.01 -0.07
C -4.30289 4.35404 2.82378 -0.01 -0.03 0.01 -0.09
C -4.37493 2.99485 3.08412 -0.03 0.03 0.00 -0.08
C -3.22090 2.22139 3.09391 0.05 0.00 -0.05 -0.04
N 0.74242 -0.52210 1.16574 -0.10 -0.01 -0.02 0.15
C 3.95943 0.46939 -0.00267 0.02 -0.01 -0.01 -0.17
C 3.69652 1.55647 0.81917 -0.02 -0.02 0.03 -0.01
C 4.64176 1.97715 1.74783 0.01 0.00 0.00 -0.08
C 5.85272 1.31244 1.86766 -0.01 0.01 0.01 -0.09
C 6.11935 0.22260 1.04805 0.00 -0.01 -0.01 -0.08
C 5.17807 -0.19297 0.11935 0.02 0.01 -0.03 -0.04
C 3.42054 -0.18193 -2.39191 -0.02 -0.07 -0.02 -0.13
C 4.31166 0.76853 -2.88316 -0.01 0.04 -0.03 -0.02
C 4.72860 0.74042 -4.20554 0.00 0.01 0.03 -0.08
C 4.26811 -0.24919 -5.06260 -0.01 -0.02 0.00 -0.09
C 3.38028 -1.20042 -4.58464 0.00 -0.01 -0.03 -0.09
C 2.95503 -1.16165 -3.26343 0.05 0.00 0.02 -0.03
H 3.17762 -2.15397 -0.40404 0.03 0.03 -0.01 0.13
H 1.57945 -1.77080 -1.03773 -0.05 0.03 0.03 0.09
H 3.49982 -2.28284 1.90146 0.00 0.00 0.00 0.12
H 2.61294 -1.97039 4.21563 0.00 0.00 0.00 0.11
H 0.49447 -0.67791 4.50676 0.01 -0.02 0.00 0.12
H -1.53257 0.09219 3.40615 -0.01 0.00 0.00 0.12
H -1.58934 0.40499 1.67738 0.05 0.00 -0.03 0.09
H -1.68454 2.09724 5.38504 0.00 0.00 -0.01 0.11
H -0.44300 2.12943 7.50573 0.00 0.00 0.00 0.10
H 2.03278 2.18878 7.49947 0.00 0.01 0.00 0.10
H 3.24839 2.22789 5.34030 0.00 0.00 0.01 0.10
H 1.99738 2.17481 3.21695 -0.01 0.01 -0.01 0.10
H -0.95387 4.61509 2.39329 0.00 0.00 -0.01 0.13
H -2.99512 5.99466 2.37362 0.00 0.00 0.00 0.10
H -5.20179 4.95676 2.81267 0.00 0.00 0.00 0.10
H -5.33264 2.52870 3.27951 0.00 0.00 0.00 0.10
H -3.31093 1.16168 3.29265 0.01 -0.01 0.00 0.10
H 2.73969 2.05517 0.73280 0.00 0.00 -0.01 0.11
H 4.42729 2.83139 2.37926 0.00 0.00 0.00 0.10
H 6.58824 1.64200 2.59055 0.00 0.00 0.00 0.10
H 7.06450 -0.29962 1.12975 0.00 0.00 0.00 0.10
H 5.39716 -1.03543 -0.52857 0.01 0.00 0.00 0.12
H 4.67685 1.54548 -2.22323 -0.01 0.00 0.01 0.12
H 5.41618 1.49484 -4.56671 0.01 0.00 0.00 0.10
H 4.59929 -0.27827 -6.09274 -0.01 0.00 0.00 0.10
H 3.00929 -1.97766 -5.24221 0.00 0.00 0.00 0.10
H 2.24687 -1.90849 -2.93026 0.00 -0.02 0.01 0.09
O -1.35424 2.16166 -0.45696 0.31 0.25 0.08 -0.24
N -2.10742 1.06815 -0.51480 0.45 -0.33 -0.36 -0.21
C -3.35040 1.07197 -0.74955 0.04 0.20 0.14 -0.07
C -4.01644 -0.18015 -1.11328 -0.08 -0.14 -0.01 -0.20
C -5.39832 -0.11158 -1.30290 0.05 0.09 0.03 -0.04
C -6.13363 -1.20757 -1.71112 0.00 -0.10 -0.03 -0.07
C -5.48576 -2.41101 -1.94318 -0.03 0.08 0.01 -0.07
C -4.11565 -2.49461 -1.75404 0.03 0.03 0.00 -0.07
C -3.35212 -1.40148 -1.34435 -0.09 -0.20 -0.02 -0.26
P -1.55955 -1.72272 -1.02648 0.19 0.37 -0.04 1.11
C -1.64715 -2.58567 0.57691 -0.04 0.00 0.05 -0.35
C -2.66984 -2.31990 1.48414 0.03 -0.04 -0.03 -0.08
C -2.62724 -2.84949 2.76809 -0.01 0.00 -0.01 -0.08
C -1.56935 -3.65588 3.15492 0.00 0.00 0.00 -0.08
C -0.55047 -3.93552 2.25225 0.02 0.01 0.01 -0.07
C -0.58620 -3.40007 0.97697 0.01 0.01 0.02 -0.11
C -1.10364 -3.01839 -2.22734 0.00 -0.03 0.07 -0.36
C -1.24968 -4.38631 -1.99844 -0.02 -0.01 -0.03 -0.10
C -0.83845 -5.30127 -2.95598 -0.01 -0.01 0.01 -0.07
C -0.28437 -4.85943 -4.15035 0.01 0.00 -0.01 -0.08
C -0.13782 -3.50015 -4.38493 -0.01 0.00 0.00 -0.07
C -0.53621 -2.58179 -3.42402 0.02 0.01 0.03 -0.10
H -0.34588 2.53064 1.00357 0.05 -0.01 0.09 0.06
H -3.90526 2.00817 -0.76756 0.01 0.00 0.02 0.14
H -5.89541 0.83559 -1.12966 0.00 0.00 0.00 0.11
H -7.20286 -1.12013 -1.85190 0.00 -0.01 0.00 0.11
H -6.03773 -3.28172 -2.27130 -0.01 0.00 0.00 0.11
H -3.62697 -3.44143 -1.93897 0.01 -0.01 -0.01 0.10
H -3.50758 -1.69839 1.19277 0.00 0.02 0.00 0.11
H -3.42801 -2.63114 3.46353 0.00 0.00 0.00 0.11
H -1.53620 -4.06734 4.15555 0.00 0.00 0.00 0.10
H 0.28203 -4.56136 2.54687 0.00 0.00 0.00 0.11
H 0.22016 -3.61598 0.28581 0.02 0.02 0.01 0.11
H -1.68012 -4.73783 -1.06822 0.01 -0.01 -0.02 0.11
H -0.95004 -6.36154 -2.76856 0.00 0.00 0.00 0.10
H 0.03867 -5.57657 -4.89405 -0.01 0.00 0.00 0.10
H 0.29742 -3.14791 -5.31191 0.00 -0.01 0.00 0.11
H -0.39820 -1.51837 -3.58348 0.00 0.00 -0.01 0.06
C -0.04710 0.71932 -5.17081 -0.01 0.03 0.00 -0.05
C -0.40437 1.55341 -3.93943 -0.13 -0.29 0.05 -0.69
C -1.80959 2.14361 -4.08766 0.06 0.05 -0.01 -0.05
C 0.62640 2.66797 -3.74282 -0.03 0.01 -0.08 -0.04
N -0.39459 0.72586 -2.74389 0.06 0.48 -0.19 -0.11
H 0.02212 1.35567 -6.05628 0.01 0.00 0.00 0.08
H -0.81216 -0.03726 -5.36127 0.00 -0.02 0.02 0.07
H 0.91448 0.22445 -5.02252 0.01 0.01 -0.01 0.07
H -1.86406 2.81062 -4.95186 -0.01 0.00 0.00 0.08
H -2.06483 2.71248 -3.19095 -0.01 0.00 -0.01 0.07
H -2.54307 1.34512 -4.21691 0.00 -0.01 0.01 0.08
H 0.63370 3.34257 -4.60304 0.02 -0.01 -0.01 0.08
H 1.62177 2.24025 -3.61327 0.00 0.01 0.02 0.08
H 0.37972 3.24880 -2.85163 0.02 0.00 0.00 0.08
```
Forces are in eV/Å.

Results
HOMO ... -7.88 eV
HOMO-LUMO gap ... 7.9 eV
Charge ... 0
Molar mass ... 893.89 g mol⁻¹
E_LUMO ... 0.0 eV
Calculated total energy ... -3746.07144 Ha
Max |F| ... 0.783 eV/A

=====

[2]
Entry from OMol25: a structure of composition C3H7NO3S in a non-equilibrium geometry (wB97M-V/def2-TZVPD).

Geometry as XYZ:
```
15
Properties=species:S:1:pos:R:3:forces:R:3:nbo_charge:R:1
C 0.51155 -0.42249 -0.79396 0.16 -0.12 0.12 -0.27
C 0.70372 1.10090 -0.77049 0.44 -0.13 -0.19 -0.10
C -1.39252 0.64900 -0.03214 -0.55 -0.83 -1.01 0.39
N -0.88117 -0.51016 -0.37248 0.50 0.31 0.07 -0.59
O -3.51662 -0.72773 -0.96600 -0.03 0.15 -0.01 -0.97
O -3.95643 0.20274 1.24203 -0.01 0.16 -0.03 -0.93
O -0.54948 1.61423 -0.25506 0.16 0.58 0.20 -0.46
S -3.62727 0.46938 -0.14039 -0.31 -0.25 0.28 1.64
H 0.64564 -0.86036 -1.78385 0.03 0.06 0.06 0.22
H 1.15677 -0.93919 -0.07717 -0.01 0.07 -0.14 0.21
H 1.49848 1.43042 -0.10047 -0.09 -0.05 -0.08 0.21
H 0.85784 1.53110 -1.76199 -0.04 -0.03 0.14 0.20
H -1.14565 0.31117 1.88706 0.47 0.02 2.06 -0.03
H -0.88955 0.32931 2.64162 -0.47 -0.04 -1.41 0.03
H -1.41635 -1.36501 -0.35458 -0.23 0.09 -0.05 0.45
```
Forces are in eV/Å.

Results
HOMO ... -9.11 eV
HOMO-LUMO gap ... 9.5 eV
Charge ... 0
Molar mass ... 137.16 g mol⁻¹
E_LUMO ... 0.4 eV
Calculated total energy ... -797.07287 Ha
Max |F| ... 2.110 eV/A

=====

> molar mass of number 1 (C56H52N3O3PTi)?

893.89 g mol⁻¹